(1)
Entry from the Open Molecules 2025 dataset: 6 unconnected molecules or ions with the total composition C13H38N2O6 in a non-equilibrium geometry (wB97M-V/def2-TZVPD).

Calculated values
Relative energy (zero: lowest compared OMol25 entry of this formula, charge and spin) (kJ/mol): 17.1
E_tot (a.u.): -1079.04287
Net charge: 0
SMILES string: NC(N)=O.CC(C)O.CC(C)O.CC(C)O.CC(C)O.O

Geometry (Å):
N1 4.17 1.75 -2.84
C1 3.39 2.42 -1.93
N2 2.72 1.62 -1.09
O1 3.38 3.61 -1.94
H1 4.36 0.77 -2.79
H2 4.73 2.37 -3.49
H3 2.31 1.92 -0.37
H4 2.84 0.62 -1.09
C2 0.49 1.11 4.16
C3 1.61 0.04 3.89
C4 1.33 -1.34 4.48
O2 1.76 -0.03 2.46
H5 0.31 1.31 5.24
H6 -0.45 0.66 3.71
H7 0.59 2.02 3.56
H8 2.54 0.48 4.25
H9 0.28 -1.64 4.63
H10 1.75 -1.37 5.51
H11 1.78 -2.10 3.89
H12 0.95 -0.29 2.04
C5 -0.34 -0.08 -3.23
C6 -1.51 0.91 -3.09
C7 -2.81 0.29 -3.59
O3 -1.61 1.12 -1.64
H13 0.55 0.16 -2.56
H14 0.09 -0.04 -4.24
H15 -0.56 -1.14 -3.03
H16 -1.31 1.85 -3.55
H17 -3.58 0.99 -3.24
H18 -2.87 -0.72 -3.25
H19 -2.80 0.37 -4.67
H20 -2.49 1.41 -1.26
C8 2.08 -3.26 -1.19
C9 2.79 -2.69 0.03
C10 4.26 -3.08 0.23
O4 2.71 -1.23 -0.13
H21 1.85 -4.35 -0.96
H22 2.68 -3.17 -2.10
H23 1.09 -2.78 -1.27
H24 2.25 -2.97 1.03
H25 4.64 -2.73 1.18
H26 4.82 -2.58 -0.61
H27 4.34 -4.23 0.13
H28 2.75 -0.85 0.77
C11 -4.50 0.04 0.30
C12 -4.97 1.49 0.32
C13 -5.27 1.92 1.74
O5 -3.90 2.25 -0.21
H29 -5.34 -0.62 0.69
H30 -3.60 0.00 0.92
H31 -4.24 -0.44 -0.71
H32 -5.78 1.72 -0.33
H33 -6.37 1.71 1.95
H34 -5.14 2.96 1.72
H35 -4.61 1.47 2.54
H36 -4.33 3.10 -0.42
O6 -0.12 -0.39 0.13
H37 0.80 -0.58 -0.23
H38 -0.48 0.23 -0.46

Here are the Löwdin charges for atoms 1 to 8, given in e: number 1, N, carries 0.1258; number 2, C, carries -0.7159; number 3, N, carries 0.2209; number 4, O, carries 0.0503; number 5, H, carries 0.0788; number 6, H, carries 0.1395; number 7, H, carries 0.0151; number 8, H, carries 0.0655

(2)
Entry from the Open Molecules 2025 dataset: 4 unconnected molecules or ions with the total composition C13H38N4O4PS3 in a non-equilibrium geometry (wB97M-V/def2-TZVPD).

Calculated values
E_tot (a.u.): -2573.51107
Net charge: +1

Geometry (Å):
C1 1.84 1.79 -2.05
C2 0.28 1.46 -1.82
C3 -0.02 1.80 -0.29
C4 0.10 -0.07 -2.21
C5 -0.09 -0.10 -3.81
C6 -1.25 -0.73 -1.62
O1 -1.46 -2.11 -1.98
N1 -0.57 -3.00 -1.48
P1 0.79 -3.49 -2.48
N2 1.23 -4.97 -2.00
C7 -0.34 -3.01 -0.09
N3 -1.49 -3.27 0.75
N4 0.84 -2.85 0.56
H1 2.15 1.71 -3.13
H2 2.14 2.77 -1.57
H3 2.42 0.98 -1.48
H4 -0.28 2.18 -2.48
H5 -1.05 1.51 0.05
H6 0.05 2.94 -0.20
H7 0.81 1.38 0.35
H8 1.03 -0.64 -1.92
H9 0.47 0.75 -4.32
H10 0.17 -1.12 -4.21
H11 -1.19 0.07 -4.08
H12 -2.08 -0.14 -2.13
H13 -1.39 -0.49 -0.51
H14 0.46 -3.60 -3.87
H15 1.94 -2.66 -2.28
H16 2.21 -4.90 -1.67
H17 -2.22 -2.58 0.53
H18 -1.22 -3.26 1.74
H19 1.18 -1.94 0.90
H20 1.41 -3.71 0.70
C8 -4.19 4.95 -2.52
S1 -2.84 4.11 -1.67
O2 -1.76 3.87 -2.68
C9 -3.71 2.56 -1.42
H21 -3.85 5.95 -2.81
H22 -4.47 4.39 -3.41
H23 -5.04 5.05 -1.85
H24 -4.03 2.15 -2.38
H25 -4.58 2.73 -0.78
H26 -3.04 1.86 -0.93
C10 2.51 -5.92 3.54
S2 3.02 -4.26 3.04
O3 3.01 -4.22 1.54
C11 4.74 -4.42 3.56
H27 1.46 -6.06 3.27
H28 3.12 -6.67 3.02
H29 2.62 -6.03 4.62
H30 5.20 -5.26 3.04
H31 4.78 -4.58 4.64
H32 5.26 -3.50 3.31
C12 0.16 5.05 2.62
S3 -0.77 3.52 2.81
O4 -2.16 3.78 2.31
C13 -0.83 3.55 4.61
H33 0.29 5.25 1.56
H34 -0.38 5.87 3.09
H35 1.15 4.94 3.08
H36 -1.31 4.47 4.95
H37 0.19 3.48 5.01
H38 -1.41 2.69 4.95

Here are the Löwdin charges for atoms 1 to 8, given in e: number 1, C, carries -0.0753; number 2, C, carries -0.3659; number 3, C, carries -0.1009; number 4, C, carries -0.2948; number 5, C, carries -0.0528; number 6, C, carries -0.1530; number 7, O, carries -0.1242; number 8, N, carries -0.2034

(3)
Entry from the Open Molecules 2025 dataset: a molecular structure, C13H39IN7O6P3Si in a non-equilibrium geometry (wB97M-V/def2-TZVPD).

Calculated values
Relative energy (zero: lowest compared OMol25 entry of this formula, charge and spin) (kJ/mol): 0.0
E_tot (a.u.): -2964.76131
Net charge: 0

Geometry (Å):
N1 -6.11 -3.14 5.38
C1 -5.04 -3.16 4.95
O1 -3.84 -3.05 4.45
Si1 -3.31 -1.42 4.40
I1 -1.40 -1.05 5.83
P1 -2.84 -0.99 2.24
O2 -1.53 -1.49 1.83
O3 -4.04 -1.66 1.41
O4 -3.04 0.60 2.06
H1 -4.46 -0.61 4.85
H2 -4.76 -1.02 1.34
H3 -3.75 0.88 2.66
O5 4.40 -2.20 3.53
P2 4.18 -2.16 2.04
N2 2.59 -2.78 1.94
C2 2.08 -3.69 0.94
C3 1.55 -2.03 2.65
N3 5.41 -3.29 1.57
C4 5.09 -4.64 1.17
C5 6.57 -3.31 2.46
N4 4.19 -1.46 0.49
C6 3.25 -0.35 0.26
C7 5.05 -1.76 -0.64
H4 2.24 -3.35 -0.09
H5 1.01 -3.82 1.06
H6 2.51 -4.69 1.05
H7 1.20 -1.17 2.08
H8 1.93 -1.68 3.61
H9 0.69 -2.66 2.87
H10 4.59 -5.21 1.97
H11 6.00 -5.18 0.90
H12 4.46 -4.66 0.28
H13 6.39 -3.91 3.36
H14 6.85 -2.31 2.77
H15 7.43 -3.75 1.93
H16 2.30 -0.71 -0.15
H17 3.66 0.38 -0.43
H18 3.04 0.18 1.19
H19 4.62 -2.57 -1.24
H20 6.05 -2.04 -0.34
H21 5.16 -0.89 -1.29
O6 -2.58 1.22 -4.00
P3 -2.18 2.45 -3.24
N5 -2.73 2.03 -1.67
C8 -3.37 2.92 -0.72
C9 -2.15 0.83 -1.08
N6 -3.20 3.60 -4.06
C10 -4.41 4.11 -3.46
C11 -3.46 3.27 -5.46
N7 -1.13 3.69 -2.73
C12 0.01 3.29 -1.91
C13 -1.18 5.10 -3.05
H22 -2.80 3.83 -0.51
H23 -3.51 2.41 0.23
H24 -4.37 3.20 -1.04
H25 -1.17 1.02 -0.63
H26 -2.04 0.05 -1.83
H27 -2.79 0.41 -0.30
H28 -5.14 3.31 -3.24
H29 -4.88 4.83 -4.12
H30 -4.20 4.66 -2.54
H31 -4.24 2.51 -5.57
H32 -2.56 2.89 -5.95
H33 -3.77 4.17 -6.00
H34 -0.22 3.36 -0.84
H35 0.88 3.92 -2.11
H36 0.32 2.26 -2.13
H37 -1.81 5.64 -2.34
H38 -1.54 5.29 -4.06
H39 -0.18 5.54 -3.01

Here are the Löwdin charges for atoms 1 to 8, given in e: number 1, N, carries 0.1624; number 2, C, carries -0.4579; number 3, O, carries -0.1786; number 4, Si, carries 0.1119; number 5, I, carries 0.5614; number 6, P, carries 0.3005; number 7, O, carries -0.2872; number 8, O, carries -0.1413

(4)
Entry from the Open Molecules 2025 dataset: a molecular structure, C13H39O17P4Pb in a non-equilibrium geometry (wB97M-V/def2-TZVPD).

Calculated values
E_tot (a.u.): -3355.72558
2S+1: 2
Net charge: +2

Geometry (Å):
Pb1 -3.30 1.20 1.63
C1 -1.33 1.32 -1.04
O1 -2.31 2.16 -0.51
H1 -1.69 0.50 -1.65
H2 -0.66 1.91 -1.67
H3 -0.69 0.86 -0.29
C2 -2.37 -2.52 3.75
O2 -1.04 -2.03 3.84
P1 -0.41 -1.21 2.55
O3 -1.25 -0.07 2.11
O4 1.07 -0.74 3.03
C3 1.69 0.48 2.67
O5 -0.13 -2.30 1.36
C4 0.85 -2.09 0.36
H4 -2.40 -3.61 3.80
H5 -2.80 -2.19 2.81
H6 -2.83 -2.15 4.67
H7 1.74 1.16 3.53
H8 1.27 1.05 1.84
H9 2.70 0.31 2.30
H10 1.32 -1.11 0.46
H11 0.41 -2.07 -0.63
H12 1.63 -2.85 0.42
C5 0.86 3.16 5.51
O6 -0.46 2.97 5.02
P2 -0.98 3.64 3.61
O7 -2.17 2.95 3.02
O8 -1.14 5.23 4.02
C6 -1.85 6.10 3.11
O9 0.30 3.62 2.67
C7 0.21 4.06 1.33
H13 1.36 2.21 5.72
H14 0.79 3.64 6.48
H15 1.54 3.74 4.88
H16 -1.16 6.80 2.65
H17 -2.54 6.69 3.71
H18 -2.51 5.62 2.37
H19 0.50 3.30 0.60
H20 0.92 4.86 1.14
H21 -0.81 4.35 1.07
C8 -1.73 -1.94 -3.86
O10 -2.93 -2.57 -4.23
P3 -2.94 -4.16 -4.54
O11 -2.22 -4.53 -5.83
O12 -2.28 -4.86 -3.21
C9 -2.34 -6.26 -3.12
O13 -4.53 -4.61 -4.44
C10 -5.52 -4.05 -3.63
H22 -1.71 -1.76 -2.78
H23 -1.69 -0.91 -4.21
H24 -0.85 -2.48 -4.21
H25 -3.02 -6.60 -2.34
H26 -1.33 -6.54 -2.81
H27 -2.52 -6.76 -4.07
H28 -5.78 -4.75 -2.83
H29 -6.39 -3.84 -4.24
H30 -5.22 -3.09 -3.20
C11 2.09 0.41 -2.50
O14 3.47 0.31 -2.42
P4 4.25 0.09 -1.01
O15 3.87 -1.18 -0.40
O16 5.77 0.22 -1.45
C12 6.48 -0.80 -2.15
O17 3.91 1.45 -0.19
C13 3.91 2.72 -0.81
H31 1.65 -0.33 -3.17
H32 1.82 1.39 -2.89
H33 1.66 0.39 -1.50
H34 6.56 -0.41 -3.16
H35 5.88 -1.69 -2.35
H36 7.51 -1.06 -1.90
H37 4.65 3.31 -0.28
H38 2.94 3.20 -0.68
H39 4.26 2.75 -1.84

Here are the Löwdin charges for atoms 1 to 8, given in e: number 1, Pb, carries 1.7307; number 2, C, carries -0.1403; number 3, O, carries -0.1516; number 4, H, carries 0.1205; number 5, H, carries 0.1053; number 6, H, carries 0.0685; number 7, C, carries -0.0854; number 8, O, carries -0.1931